Entry 1:
DFT (the ωB97M-V functional and the def2-TZVPD basis) results for C58H73BCsN13S3 as an isolated structure at a distorted geometry.

Summary:
net charge	-2
HOMO-LUMO gap	2.54	eV
total energy	-114434.7271	eV
molar mass	1192.2	g mol⁻¹
E_HOMO	-0.22	eV
relative energy (zero: lowest compared OMol25 entry of this formula, charge and spin)	51.4	kcal/mol
lowest unoccupied orbital energy	2.3	eV

Last column: Mulliken charge in e.
Cartesian coordinates (Å):
Cs 0.359 -0.302 -0.504  1.005
C -5.890 -1.767 -3.578  -1.935
C -4.445 -1.641 -3.056  1.577
C -3.436 -1.816 -4.194  -1.449
C -4.246 -2.759 -2.037  -1.954
N -4.294 -0.302 -2.490  0.912
C -4.731 0.805 -3.189  -0.276
C -4.632 1.869 -2.376  -1.512
N -4.130 1.458 -1.171  0.190
B -4.034 2.497 -0.037  0.475
N -2.977 3.569 -0.362  0.427
C -3.030 4.775 0.282  -1.653
C -2.106 5.592 -0.251  -0.194
N -1.457 4.899 -1.257  0.635
C -1.995 3.635 -1.296  -0.335
S -1.551 2.403 -2.327  -0.016
C -0.489 5.587 -2.107  1.799
C -1.192 6.825 -2.692  -1.857
C 0.715 5.996 -1.249  -1.523
C 0.005 4.761 -3.291  -2.280
N -3.874 1.823 1.341  0.102
C -4.811 0.890 1.693  -1.997
C -4.504 0.401 2.906  0.072
N -3.354 1.034 3.339  0.515
C -2.982 1.924 2.357  0.318
S -1.770 3.065 2.447  -0.388
C -2.795 0.704 4.649  1.780
C -3.811 1.139 5.719  -1.884
C -2.555 -0.812 4.728  -1.795
C -1.467 1.398 4.936  -2.605
C -3.865 0.133 -1.259  -0.531
S -3.112 -0.788 -0.095  0.121
H -6.083 -2.795 -3.873  0.454
H -6.077 -1.128 -4.436  0.402
H -6.590 -1.500 -2.789  0.382
H -3.546 -2.804 -4.636  0.498
H -2.425 -1.718 -3.805  0.231
H -3.576 -1.066 -4.970  0.355
H -4.469 -3.712 -2.513  0.535
H -4.905 -2.628 -1.184  0.411
H -3.226 -2.784 -1.673  0.110
H -5.052 0.753 -4.208  0.530
H -4.862 2.900 -2.554  0.600
H -5.110 3.061 -0.012  -0.163
H -3.715 4.942 1.087  0.677
H -1.842 6.592 0.024  0.493
H -1.441 7.560 -1.930  0.399
H -2.114 6.508 -3.177  0.368
H -0.554 7.297 -3.435  0.447
H 0.422 6.641 -0.424  0.352
H 1.432 6.527 -1.871  0.461
H 1.200 5.110 -0.848  0.205
H -0.827 4.415 -3.898  0.426
H 0.562 3.892 -2.962  0.369
H 0.653 5.382 -3.908  0.592
H -5.624 0.645 1.041  0.629
H -5.002 -0.355 3.476  0.582
H -4.775 0.658 5.574  0.368
H -3.949 2.217 5.674  0.391
H -3.438 0.876 6.706  0.448
H -3.485 -1.376 4.721  0.433
H -2.023 -1.051 5.646  0.560
H -1.947 -1.131 3.885  0.309
H -1.575 2.477 4.913  0.472
H -0.725 1.114 4.198  0.620
H -1.118 1.093 5.923  0.578
C -1.154 -4.534 -2.286  -0.443
C -0.393 -3.416 -1.997  -0.753
N -0.019 -3.120 -0.763  0.313
C -0.434 -3.927 0.230  0.360
C -1.259 -5.013 -0.083  -0.646
N -1.602 -5.335 -1.315  -0.682
C -0.018 -3.597 1.596  -0.588
C -0.110 -4.535 2.615  -0.534
C 0.233 -4.201 3.939  1.121
C 0.683 -2.875 4.120  -0.143
C 0.801 -2.014 3.041  -0.402
N 0.454 -2.354 1.792  0.405
C 1.307 -0.651 3.245  0.226
C 2.148 -0.319 4.316  -0.936
N 2.609 0.902 4.519  -0.719
C 2.228 1.836 3.646  -0.725
C 1.416 1.522 2.566  -0.639
N 0.967 0.296 2.359  1.310
C 0.137 -5.139 5.033  0.863
C -0.257 -6.489 4.864  -0.516
C -0.322 -7.336 5.944  -0.396
N -0.035 -6.994 7.202  -0.677
C 0.337 -5.723 7.374  -0.399
C 0.436 -4.792 6.372  -0.546
H -1.434 -4.805 -3.297  0.474
H -0.059 -2.741 -2.776  0.686
H -1.678 -5.651 0.683  0.360
H -0.447 -5.533 2.382  0.284
H 0.931 -2.517 5.106  0.129
H 2.486 -1.061 5.028  0.443
H 2.601 2.836 3.817  0.504
H 1.116 2.280 1.855  0.440
H -0.509 -6.878 3.890  0.330
H -0.623 -8.371 5.812  0.374
H 0.568 -5.451 8.400  0.372
H 0.745 -3.790 6.630  0.348
C 3.357 -0.252 -4.255  0.853
C 2.172 -0.104 -4.962  0.057
C 1.543 -1.389 -5.040  0.778
C 2.351 -2.308 -4.382  0.495
C 3.469 -1.605 -3.874  0.166
C 4.550 -2.168 -3.014  -1.092
C 2.144 -3.787 -4.230  -1.764
C 0.231 -1.636 -5.715  -1.272
C 1.619 1.164 -5.533  -1.321
C 4.378 0.799 -3.952  -1.186
H 4.691 -1.536 -2.135  -0.104
H 5.508 -2.209 -3.544  0.240
H 4.295 -3.172 -2.682  0.342
H 2.990 -4.341 -4.647  0.419
H 1.247 -4.124 -4.747  0.333
H 2.047 -4.071 -3.179  0.229
H 0.334 -1.624 -6.804  0.386
H -0.479 -0.855 -5.440  0.137
H -0.192 -2.599 -5.429  0.215
H 1.883 1.290 -6.588  0.226
H 2.000 2.028 -4.991  0.183
H 0.533 1.183 -5.457  0.252
H 5.319 0.592 -4.473  0.345
H 4.592 0.838 -2.883  -0.048
H 4.029 1.782 -4.264  0.325
C 6.013 1.005 3.115  -0.756
N 5.876 0.165 1.950  0.091
C 7.036 0.165 1.094  -0.910
C 4.600 0.229 1.257  -0.667
C 4.239 1.429 0.393  -0.285
C 4.964 2.615 0.410  0.092
C 4.641 3.658 -0.442  -1.287
C 3.568 3.541 -1.300  0.028
C 2.812 2.374 -1.283  -0.115
C 3.137 1.312 -0.455  0.957
H 6.830 0.616 3.729  0.347
H 5.089 0.969 3.689  0.154
H 6.234 2.060 2.893  0.208
H 7.897 -0.200 1.662  0.359
H 7.300 1.148 0.678  0.288
H 6.856 -0.515 0.262  0.254
H 3.831 0.101 2.025  -0.628
H 4.554 -0.661 0.618  0.248
H 5.797 2.749 1.084  -0.010
H 5.237 4.563 -0.438  0.324
H 3.328 4.353 -1.979  0.450
H 1.963 2.303 -1.953  -0.199

Entry 2:
DFT (the ωB97M-V functional and the def2-TZVPD basis) results for C58H76NNiO4 as an isolated structure at a distorted geometry.

Summary:
net charge	-1
multiplicity	3
HOMO-LUMO gap (spin up / spin down)	6.23 / 6.20	eV
total energy	-112105.3131	eV
molar mass	909.9	g mol⁻¹
E_HOMO (spin up / spin down)	-3.90 / -3.86	eV
lowest unoccupied orbital energy (spin up / spin down)	2.3 / 2.3	eV

Last column: Mulliken spin population.
Cartesian coordinates (Å):
Ni 1.027 -1.961 0.209  1.722
C 0.322 -3.810 -2.045  -0.005
O 0.293 -2.388 -1.914  0.028
C -0.702 -1.691 -2.581  0.003
C -0.356 -0.483 -3.196  -0.003
C 1.021 0.122 -3.076  0.004
C 1.370 1.061 -1.933  0.006
C 2.172 2.152 -2.229  -0.011
C 2.777 2.944 -1.255  0.019
C 2.584 2.562 0.068  -0.013
C 1.785 1.485 0.414  0.009
C 1.818 0.945 1.825  0.001
C 0.489 0.759 2.515  0.008
C -0.160 1.866 3.032  0.002
C -1.369 1.776 3.717  0.002
C -1.976 0.532 3.738  -0.001
C -1.369 -0.611 3.216  -0.003
C -2.229 -1.850 3.114  0.002
C -2.919 -1.893 1.767  0.011
C -4.241 -1.487 1.733  -0.007
C -5.043 -1.573 0.600  0.009
C -4.437 -2.126 -0.516  -0.003
C -3.113 -2.538 -0.525  0.010
C -2.605 -3.211 -1.779  0.003
C -2.009 -2.169 -2.693  0.002
C -2.860 -1.567 -3.613  -0.002
C -2.491 -0.462 -4.366  0.003
C -1.260 0.108 -4.071  -0.001
C -3.417 0.079 -5.452  0.000
C -4.634 0.751 -4.803  0.000
C -3.879 -1.080 -6.349  0.000
C -2.713 1.098 -6.354  0.000
C -2.254 -2.390 0.602  -0.021
O -1.010 -2.783 0.595  0.044
C -6.502 -1.130 0.656  0.001
C -7.225 -1.354 -0.673  0.000
C -7.240 -1.933 1.739  0.001
C -6.564 0.365 1.004  0.001
C -0.080 -0.509 2.703  0.004
O 0.697 -1.615 2.378  0.004
C 0.604 -2.779 3.191  0.008
C -1.955 3.000 4.415  -0.001
C -2.217 4.116 3.395  0.000
C -3.263 2.679 5.142  0.000
C -0.940 3.503 5.453  0.000
C 1.116 0.726 -0.579  0.000
O 0.296 -0.243 -0.242  0.109
C 3.733 4.062 -1.668  0.003
C 4.189 4.909 -0.479  0.001
C 4.979 3.421 -2.304  0.001
C 3.052 4.989 -2.685  0.001
H -0.241 -4.131 -2.921  0.001
H -0.064 -4.280 -1.139  -0.001
H 1.364 -4.099 -2.167  0.001
H 1.236 0.656 -4.004  0.000
H 1.730 -0.705 -3.010  0.006
H 2.374 2.359 -3.276  0.000
H 3.105 3.079 0.866  -0.001
H 2.448 1.598 2.433  -0.001
H 2.315 -0.020 1.760  0.011
H 0.325 2.828 2.903  0.000
H -2.966 0.416 4.158  0.000
H -2.994 -1.801 3.892  0.000
H -1.689 -2.779 3.245  0.000
H -4.672 -1.109 2.655  -0.001
H -5.008 -2.272 -1.427  -0.001
H -3.445 -3.684 -2.293  0.001
H -1.913 -3.991 -1.484  -0.001
H -3.858 -1.979 -3.716  0.000
H -0.957 1.030 -4.549  0.001
H -5.230 0.027 -4.245  0.000
H -5.270 1.210 -5.565  0.000
H -4.308 1.527 -4.109  0.000
H -4.428 -1.832 -5.784  0.000
H -3.013 -1.566 -6.803  0.000
H -4.530 -0.711 -7.146  0.000
H -2.477 2.016 -5.814  0.000
H -3.364 1.360 -7.190  0.000
H -1.788 0.682 -6.756  0.000
H -7.235 -2.413 -0.936  0.000
H -6.746 -0.797 -1.480  0.000
H -8.261 -1.016 -0.595  0.000
H -7.190 -3.000 1.516  0.000
H -8.292 -1.636 1.794  0.000
H -6.791 -1.773 2.719  0.000
H -6.030 0.951 0.254  0.000
H -6.097 0.557 1.970  0.000
H -7.601 0.711 1.049  0.000
H 0.236 -2.524 4.184  0.000
H 1.609 -3.192 3.286  0.002
H -0.026 -3.532 2.720  -0.007
H -2.903 3.775 2.619  0.000
H -1.289 4.426 2.913  0.000
H -2.652 4.987 3.892  0.000
H -4.035 2.358 4.440  0.000
H -3.625 3.569 5.661  0.000
H -3.114 1.893 5.884  0.000
H 0.014 3.736 4.980  0.000
H -0.763 2.744 6.217  0.000
H -1.310 4.408 5.943  0.000
H 4.754 4.310 0.236  0.000
H 3.336 5.357 0.035  0.000
H 4.842 5.713 -0.827  0.000
H 5.461 2.761 -1.582  0.000
H 5.699 4.185 -2.614  0.000
H 4.707 2.825 -3.176  0.000
H 2.151 5.427 -2.252  0.000
H 2.763 4.449 -3.586  0.000
H 3.727 5.798 -2.979  0.000
C 7.586 -0.063 2.412  0.000
C 6.181 -0.613 2.440  -0.003
C 5.481 -0.691 3.638  0.006
C 4.202 -1.247 3.639  -0.001
C 3.399 -1.340 4.913  0.000
C 3.667 -1.702 2.456  0.000
C 4.286 -1.566 1.187  -0.022
C 5.600 -1.024 1.249  0.005
N 3.580 -1.955 0.095  0.042
C 4.267 -1.957 -1.205  -0.003
C 4.630 -0.521 -1.670  0.000
C 5.509 -2.875 -1.243  0.003
C 3.304 -2.556 -2.229  0.009
H 7.978 0.072 3.421  0.000
H 7.614 0.901 1.899  0.000
H 8.253 -0.739 1.874  0.000
H 5.922 -0.325 4.559  0.000
H 3.935 -0.879 5.744  0.000
H 3.192 -2.381 5.171  0.000
H 2.438 -0.830 4.800  0.000
H 2.696 -2.158 2.433  0.021
H 6.189 -0.875 0.359  0.002
H 5.619 -0.214 -1.334  0.000
H 3.898 0.186 -1.277  -0.002
H 4.627 -0.453 -2.761  0.001
H 6.314 -2.548 -0.592  0.000
H 5.889 -2.917 -2.268  0.000
H 5.226 -3.884 -0.935  0.000
H 2.311 -2.208 -1.981  -0.020
H 3.340 -3.646 -2.187  0.000
H 3.553 -2.247 -3.245  0.000

Entry 3:
DFT (the ωB97M-V functional and the def2-TZVPD basis) results for a 9-piece molecular cluster, C58H92ClNO14S2 overall at a distorted geometry.

Summary:
net charge	0
HOMO-LUMO gap	7.26	eV
total energy	-125957.3930	eV
molar mass	1127.0	g mol⁻¹
SMILES string	CC[C@@H](Cl)[C@]1(CCCSC(=S)N(c2ccccc2)c2ccccc2)OC(=O)O[C@H]1CC(=O)OC(C)=O.C1CCOC1.C1CCOC1.C1CCOC1.C1CCOC1.C1CCOC1.C1CCOC1.C1CCOC1.C1CCOC1
E_HOMO	-7.87	eV
lowest unoccupied orbital energy	-0.6	eV

Last column: Mulliken charge in e.
Cartesian coordinates (Å):
C -0.128 -4.251 6.197  -0.918
C -1.655 -3.582 6.058  -0.225
C -1.410 -1.959 5.930  -0.906
Cl -0.583 -1.633 4.303  -0.132
C -2.725 -1.036 6.244  1.477
C -2.149 0.473 6.499  -1.076
C -2.832 1.654 5.591  0.305
C -1.582 2.678 5.171  -0.319
S -2.123 4.504 5.160  -0.185
C -0.966 5.248 3.831  0.191
S -1.554 6.560 2.925  -0.120
N 0.370 4.564 3.683  0.585
C 1.507 5.306 4.337  0.191
C 1.640 6.921 4.568  -0.144
C 3.013 7.561 5.273  -0.489
C 4.308 6.627 5.748  -0.469
C 4.156 5.006 5.535  -0.354
C 2.800 4.373 4.843  -0.226
C 0.671 4.136 2.264  0.179
C 1.089 5.196 1.080  -0.359
C 1.442 4.612 -0.419  -0.359
C 1.378 2.989 -0.673  -0.676
C 0.955 1.875 0.471  -0.494
C 0.596 2.489 1.980  -0.248
O -3.194 -1.408 7.620  -0.412
C -4.505 -0.678 7.653  0.349
O -5.009 -0.144 8.781  -0.558
O -5.133 -0.573 6.294  -0.398
C -4.139 -1.285 5.466  -0.285
C -4.227 -1.220 3.832  0.272
C -5.074 -2.584 3.364  0.024
O -6.426 -2.566 3.404  -0.510
O -4.423 -3.835 2.943  -0.272
C -4.316 -3.932 1.479  0.623
C -3.017 -4.730 0.800  -0.701
O -5.253 -3.358 0.698  -0.533
H -0.140 -5.173 6.917  0.313
H 0.331 -4.547 5.153  0.258
H 0.643 -3.473 6.668  0.257
H -2.180 -4.052 5.124  0.096
H -2.184 -3.813 7.085  0.325
H -0.606 -1.688 6.769  0.568
H -0.996 0.447 6.193  0.425
H -2.148 0.813 7.638  0.178
H -3.297 1.301 4.577  -0.150
H -3.680 2.223 6.187  0.385
H -0.694 2.600 5.929  0.432
H -1.311 2.428 4.060  -0.314
H 0.779 7.641 4.238  0.195
H 3.147 8.723 5.444  0.254
H 5.293 7.098 6.231  0.277
H 5.029 4.288 5.839  0.325
H 2.731 3.194 4.678  0.224
H 1.112 6.345 1.383  0.289
H 1.742 5.412 -1.238  0.311
H 1.665 2.582 -1.732  0.330
H 0.912 0.709 0.301  0.267
H 0.308 1.699 2.796  0.439
H -4.355 -2.442 5.668  0.436
H -3.201 -1.255 3.272  0.217
H -4.894 -0.311 3.440  0.107
H -2.637 -5.575 1.516  0.340
H -3.344 -5.196 -0.222  0.204
H -2.122 -3.969 0.647  0.196
C -0.624 -5.470 -4.282  -0.053
C -1.328 -4.141 -4.181  -0.447
C -1.768 -4.124 -2.734  -0.424
O -0.800 -4.881 -1.995  -0.358
C 0.039 -5.580 -2.926  -0.587
H 0.086 -5.529 -5.110  0.100
H -1.362 -6.272 -4.403  0.158
H -0.614 -3.329 -4.364  0.293
H -2.160 -4.030 -4.882  0.244
H -2.741 -4.613 -2.608  0.244
H -1.832 -3.111 -2.327  0.292
H 1.019 -5.092 -2.923  0.284
H 0.164 -6.617 -2.603  0.275
C 5.969 6.932 -1.659  -0.596
C 5.660 8.339 -1.216  -0.537
C 4.150 8.317 -1.124  -0.545
O 3.773 6.978 -0.775  -0.346
C 4.921 6.130 -0.919  -0.110
H 6.989 6.613 -1.431  0.335
H 5.814 6.841 -2.741  0.282
H 6.093 8.519 -0.225  0.261
H 6.035 9.106 -1.898  0.338
H 3.689 8.554 -2.088  0.291
H 3.766 9.015 -0.373  0.271
H 5.264 5.859 0.085  0.101
H 4.639 5.216 -1.449  0.239
C -3.183 2.644 -1.938  -0.635
C -3.710 2.866 -0.543  -0.489
C -3.289 1.594 0.160  0.040
O -2.079 1.151 -0.469  -0.323
C -1.888 1.906 -1.673  -0.105
H -3.039 3.567 -2.505  0.354
H -3.872 2.000 -2.497  0.268
H -3.207 3.728 -0.090  0.215
H -4.788 3.039 -0.503  0.371
H -4.039 0.805 0.037  0.138
H -3.114 1.745 1.229  -0.047
H -1.062 2.605 -1.502  -0.034
H -1.614 1.234 -2.491  0.268
C 0.620 -8.017 -8.748  -0.593
C 1.122 -6.684 -9.240  -0.590
C 0.392 -5.717 -8.334  -0.104
O 0.188 -6.390 -7.084  -0.320
C 0.497 -7.780 -7.259  -0.523
H 1.280 -8.853 -8.994  0.345
H -0.368 -8.223 -9.177  0.250
H 2.203 -6.610 -9.071  0.277
H 0.929 -6.505 -10.300  0.338
H -0.593 -5.460 -8.739  0.057
H 0.953 -4.793 -8.167  0.264
H 1.444 -7.979 -6.746  0.313
H -0.285 -8.392 -6.800  0.277
C 6.028 1.196 2.336  -0.094
C 6.531 2.529 1.845  -0.559
C 5.800 3.496 2.750  -0.254
O 5.596 2.823 4.000  -0.328
C 5.905 1.433 3.825  -0.618
H 6.688 0.360 2.091  0.067
H 5.040 0.990 1.907  0.206
H 7.611 2.603 2.014  0.287
H 6.337 2.708 0.784  0.311
H 4.816 3.753 2.345  0.166
H 6.361 4.420 2.917  0.291
H 6.852 1.234 4.338  0.278
H 5.124 0.821 4.284  0.249
C 9.558 -2.016 -1.160  -0.545
C 8.549 -3.070 -0.784  -0.536
C 8.022 -2.549 0.535  -0.482
O 8.105 -1.118 0.480  -0.282
C 8.895 -0.751 -0.660  -0.465
H 9.784 -1.984 -2.229  0.324
H 10.494 -2.187 -0.616  0.267
H 7.742 -3.093 -1.527  0.267
H 8.971 -4.075 -0.708  0.324
H 8.641 -2.888 1.372  0.300
H 6.987 -2.851 0.721  0.273
H 8.219 -0.333 -1.414  0.285
H 9.618 0.018 -0.375  0.266
C -9.070 -0.306 2.640  -0.506
C -9.588 -0.227 1.226  -0.546
C -9.206 1.182 0.828  -0.495
O -8.011 1.509 1.551  -0.464
C -7.799 0.510 2.558  0.303
H -8.899 -1.328 2.988  0.283
H -9.781 0.175 3.322  0.301
H -9.057 -0.951 0.596  0.243
H -10.660 -0.419 1.139  0.358
H -9.979 1.900 1.117  0.282
H -9.024 1.278 -0.247  0.278
H -6.951 -0.108 2.242  -0.299
H -7.547 0.991 3.507  0.257
C -3.149 -2.407 -11.219  -0.561
C -3.677 -2.185 -9.825  -0.576
C -3.256 -3.457 -9.121  -0.317
O -2.046 -3.900 -9.750  -0.291
C -1.855 -3.145 -10.954  -0.493
H -3.006 -1.484 -11.786  0.329
H -3.839 -3.051 -11.778  0.265
H -3.173 -1.323 -9.371  0.268
H -4.755 -2.012 -9.784  0.340
H -4.005 -4.246 -9.245  0.305
H -3.081 -3.306 -8.052  0.135
H -1.029 -2.446 -10.783  0.291
H -1.580 -3.817 -11.772  0.283